[1]
{
  "formula": "C28H77ClN7O11",
  "method": "the ωB97M-V functional and the def2-TZVPD basis",
  "species": ["Cl", "O", "O", "O", "O", "C", "C", "C", "O", "C", "N", "H", "H", "H", "H", "H", "H", "H", "H", "H", "H", "H", "C", "C", "C", "O", "C", "N", "H", "H", "H", "H", "H", "H", "H", "H", "H", "H", "H", "C", "C", "C", "O", "C", "N", "H", "H", "H", "H", "H", "H", "H", "H", "H", "H", "H", "C", "C", "C", "O", "C", "N", "H", "H", "H", "H", "H", "H", "H", "H", "H", "H", "H", "C", "C", "C", "O", "C", "N", "H", "H", "H", "H", "H", "H", "H", "H", "H", "H", "H", "C", "C", "C", "O", "C", "N", "H", "H", "H", "H", "H", "H", "H", "H", "H", "H", "H", "C", "C", "C", "O", "C", "N", "H", "H", "H", "H", "H", "H", "H", "H", "H", "H", "H"],
  "positions_angstrom": [[20.491, -20.342, -6.171], [19.787, -21.453, -6.808], [20.568, -19.281, -7.083], [19.695, -19.815, -5.053], [21.794, -20.725, -5.700], [20.742, -11.038, -11.190], [20.806, -12.530, -11.100], [21.441, -13.191, -12.321], [20.548, -13.561, -13.408], [20.398, -12.591, -14.361], [21.484, -12.888, -9.858], [21.731, -10.632, -11.400], [20.232, -10.571, -10.347], [20.175, -10.722, -12.066], [19.800, -12.945, -11.039], [21.849, -14.150, -11.999], [22.178, -12.472, -12.676], [20.070, -11.661, -13.895], [19.710, -12.855, -15.164], [21.345, -12.314, -14.825], [20.911, -12.622, -9.070], [21.537, -13.896, -9.827], [15.599, -11.915, -2.154], [16.622, -12.935, -2.794], [18.094, -12.470, -2.595], [18.390, -11.224, -3.152], [19.739, -10.830, -2.828], [16.374, -14.238, -2.218], [15.924, -11.596, -1.164], [14.572, -12.279, -2.207], [15.574, -10.987, -2.725], [16.489, -12.945, -3.876], [18.768, -13.255, -2.937], [18.282, -12.516, -1.522], [20.533, -11.576, -2.868], [19.604, -10.411, -1.831], [20.061, -9.937, -3.363], [15.436, -14.614, -2.226], [16.985, -14.897, -2.679], [20.017, -17.807, 1.337], [19.932, -19.272, 1.874], [18.577, -19.965, 1.782], [17.613, -19.472, 2.695], [16.321, -20.026, 2.555], [20.928, -19.997, 1.113], [19.342, -17.104, 1.825], [19.976, -17.646, 0.260], [20.937, -17.345, 1.696], [20.133, -19.335, 2.944], [18.728, -21.042, 1.860], [18.193, -19.752, 0.784], [15.692, -19.464, 3.246], [16.275, -21.064, 2.885], [15.888, -19.971, 1.556], [20.557, -20.007, 0.174], [21.794, -19.479, 1.095], [28.288, -31.241, -7.381], [26.855, -31.524, -7.854], [26.119, -30.344, -8.381], [26.002, -29.259, -7.479], [24.904, -28.349, -7.672], [26.908, -32.600, -8.783], [28.789, -32.167, -7.098], [28.283, -30.571, -6.522], [28.923, -30.772, -8.133], [26.361, -31.920, -6.967], [25.132, -30.728, -8.637], [26.678, -29.920, -9.216], [24.904, -27.768, -8.595], [24.759, -27.673, -6.830], [23.991, -28.941, -7.619], [27.603, -33.277, -8.503], [27.009, -32.353, -9.757], [26.137, -21.666, -11.873], [25.187, -20.529, -12.226], [23.815, -21.119, -12.583], [23.871, -21.907, -13.762], [22.633, -22.571, -13.983], [25.065, -19.510, -11.180], [26.261, -22.154, -12.840], [25.622, -22.349, -11.197], [27.096, -21.315, -11.492], [25.644, -19.989, -13.055], [23.104, -20.303, -12.708], [23.406, -21.644, -11.719], [21.809, -21.859, -14.029], [22.444, -23.316, -13.211], [22.499, -23.059, -14.948], [24.656, -19.903, -10.345], [24.387, -18.839, -11.510], [12.285, -15.809, -15.821], [13.341, -14.808, -15.331], [14.498, -15.450, -14.484], [14.081, -16.364, -13.378], [15.103, -16.661, -12.410], [13.830, -14.191, -16.507], [12.566, -16.409, -16.687], [11.392, -15.285, -16.160], [12.137, -16.489, -14.982], [12.833, -13.987, -14.825], [14.999, -14.650, -13.937], [15.175, -16.002, -15.136], [15.338, -15.752, -11.856], [16.067, -17.019, -12.771], [14.855, -17.479, -11.734], [14.299, -14.814, -17.149], [13.062, -13.831, -17.054], [25.636, -25.524, -1.193], [26.959, -25.068, -0.596], [27.587, -24.109, -1.665], [28.680, -23.451, -1.066], [29.238, -22.426, -1.891], [26.733, -24.435, 0.669], [25.791, -26.291, -1.952], [25.140, -24.689, -1.688], [24.853, -25.791, -0.483], [27.623, -25.902, -0.370], [26.894, -23.403, -2.123], [28.003, -24.743, -2.448], [28.548, -21.612, -2.114], [29.405, -22.848, -2.882], [30.190, -22.086, -1.484], [25.930, -23.826, 0.607], [27.471, -23.746, 0.636]],
  "max_force_ev_per_a": 3.0,
  "orbital_gap_ev": 7.7,
  "relative_energy_kcal_mol": 87.07,
  "e_tot_ha": -2783.68547,
  "e_lumo_ev": 2.0377,
  "charge": -1,
  "e_homo_ev": -5.7
}

[2]
{
  "formula": "C5H10N2",
  "method": "the ωB97M-V functional and the def2-TZVPD basis",
  "species": ["C", "C", "C", "C", "C", "H", "H", "H", "H", "H", "H", "H", "H", "H", "H", "N", "N"],
  "positions_angstrom": [[2.545, 0.112, -0.281], [0.045, 0.705, 0.564], [-1.175, 1.296, -0.184], [-1.067, -1.206, 0.057], [0.280, -0.624, -0.289], [3.126, -0.774, -0.331], [2.998, 1.026, 0.248], [2.437, 0.597, -1.225], [-0.526, 0.575, 1.541], [-1.771, 1.888, 0.484], [-0.838, 1.685, -1.068], [-2.908, -0.393, 0.005], [-1.605, -2.034, -0.265], [-0.877, -1.244, 1.240], [0.366, -0.507, -1.344], [1.363, -0.289, 0.510], [-1.957, -0.070, -0.295]],
  "max_force_ev_per_a": 5.1,
  "orbital_gap_ev": 9.2,
  "relative_energy_kcal_mol": 148.95,
  "e_tot_ha": -305.78649,
  "e_lumo_ev": 1.0290,
  "e_homo_ev": -8.1
}

[3]
{
  "formula": "C16H23N2O6P",
  "method": "the ωB97M-V functional and the def2-TZVPD basis",
  "species": ["C", "C", "C", "C", "C", "C", "C", "C", "O", "O", "N", "C", "P", "O", "O", "C", "C", "H", "H", "H", "C", "H", "H", "H", "H", "O", "C", "C", "H", "H", "H", "C", "H", "H", "H", "H", "C", "O", "N", "H", "H", "H", "H", "H", "H", "H", "H", "H"],
  "positions_angstrom": [[-2.707, -4.240, 0.772], [-3.096, -2.811, 0.586], [-4.337, -2.496, 0.045], [-4.735, -1.185, -0.140], [-3.889, -0.146, 0.218], [-2.648, -0.429, 0.751], [-2.241, -1.753, 0.935], [-0.903, -2.020, 1.500], [-0.514, -3.021, 2.034], [-0.099, -0.930, 1.291], [1.161, -1.002, 1.861], [1.952, -0.116, 1.433], [1.360, 1.050, 0.131], [0.176, 1.847, 0.474], [2.656, 1.818, -0.358], [2.885, 3.225, -0.228], [2.021, 3.990, -1.222], [0.974, 3.859, -0.963], [2.268, 5.048, -1.189], [2.190, 3.619, -2.231], [2.665, 3.711, 1.195], [2.958, 4.754, 1.277], [1.615, 3.611, 1.457], [3.262, 3.114, 1.879], [3.945, 3.329, -0.494], [1.156, -0.005, -1.055], [-0.061, -0.015, -1.804], [-0.351, -1.458, -2.193], [-1.303, -1.516, -2.714], [-0.400, -2.084, -1.306], [0.438, -1.833, -2.840], [0.083, 0.888, -3.020], [-0.821, 0.850, -3.621], [0.930, 0.566, -3.623], [0.253, 1.911, -2.695], [-0.862, 0.368, -1.161], [3.314, -0.059, 2.044], [3.957, 0.963, 2.101], [3.734, -1.248, 2.514], [3.097, -2.027, 2.545], [4.612, -1.298, 3.005], [-1.988, 0.375, 1.037], [-4.196, 0.879, 0.082], [-5.707, -0.972, -0.560], [-5.005, -3.299, -0.233], [-1.739, -4.443, 0.317], [-2.610, -4.467, 1.832], [-3.452, -4.900, 0.334]],
  "max_force_ev_per_a": 1.6,
  "orbital_gap_ev": 9.3,
  "relative_energy_kcal_mol": 0.00,
  "e_tot_ha": -1525.87815,
  "e_lumo_ev": -0.2029,
  "e_homo_ev": -9.5
}